Entry 1:
This record from the Open Molecules 2025 dataset describes a 2-piece molecular cluster, H2NO2P overall. The level of theory is ωB97M-V/def2-TZVPD.

```
6
Properties=species:S:1:pos:R:3:forces:R:3:mulliken_charge:R:1
N 0.178 2.793 -2.213 0.8 -2.5 -1.1 0.64
O 0.868 2.672 -3.190 -0.6 1.2 0.8 -0.36
O -0.247 1.885 -1.531 -0.3 1.6 0.4 -0.36
P -0.199 -0.726 -0.560 0.7 -0.4 0.2 0.01
H -1.415 -0.251 -0.940 -1.1 0.3 -1.1 0.03
H -0.762 -0.476 0.693 0.4 0.0 0.9 0.04
```
Forces are in eV/Å.

## Properties
multiplicity	1
HOMO-LUMO gap (spin up / spin down)	9.786 / 6.296	eV
HOMO (spin up / spin down)	-10.94 / -8.80	eV
ΔE to the lowest compared entry with this formula, charge and spin	6.229	eV
net charge	0
F_max	2.9	eV Å⁻¹

=====

Entry 2:
This record from the Open Molecules 2025 dataset describes a 4-piece molecular cluster, C24H16O16 overall. The level of theory is ωB97M-V/def2-TZVPD.

```
56
Properties=species:S:1:pos:R:3:forces:R:3:mulliken_charge:R:1
C 0.177 0.121 -2.824 -4.9 -1.9 5.0 -0.78
C -0.717 -0.330 -1.639 0.2 1.4 -6.2 0.61
C -0.206 -0.767 -0.314 -1.5 0.5 -0.4 0.57
O -1.010 -1.065 0.570 0.6 -0.1 -0.5 -0.53
C 1.179 -0.821 -0.287 5.4 1.1 -2.0 -0.77
C 2.123 -0.311 -1.325 -3.4 -2.7 3.6 0.67
C 1.603 0.177 -2.613 1.0 2.1 -4.3 0.52
O 2.381 0.604 -3.531 -1.8 -1.4 3.0 -0.63
O 3.414 -0.487 -1.238 -2.0 2.7 -6.1 -0.26
O -2.094 -0.487 -1.863 3.9 0.7 -0.2 -0.56
H -0.471 0.355 -3.698 1.4 0.0 0.5 0.34
H 1.651 -1.371 0.511 0.1 0.2 0.4 0.42
H 3.652 -0.776 -0.450 2.0 -2.3 6.1 0.24
H -2.405 -0.736 -0.999 -0.8 -0.2 1.2 0.25
C -3.964 1.115 2.990 -2.2 2.0 4.0 -0.72
C -4.300 1.200 4.471 2.4 1.0 -5.9 0.20
C -4.279 -0.096 5.140 -1.8 -1.4 0.2 0.75
O -4.594 -0.154 6.311 0.4 0.0 0.5 -0.57
C -4.187 -1.369 4.336 1.2 4.9 -6.7 -0.98
C -3.978 -1.296 2.908 1.2 -5.3 1.6 0.27
C -3.868 -0.107 2.133 -0.2 3.5 -2.0 1.03
O -3.748 -0.041 0.866 -0.4 -0.6 4.1 -0.60
O -3.627 -2.448 2.075 -1.4 1.2 4.3 -0.58
O -4.429 2.400 5.140 0.1 -1.8 -1.7 -0.49
H -4.145 2.038 2.423 0.5 -0.3 0.3 0.37
H -4.162 -2.222 4.835 0.0 -3.7 2.0 0.59
H -3.552 -2.200 1.167 0.0 1.0 -1.0 0.36
H -4.774 2.290 6.036 0.1 -0.6 0.1 0.35
C -2.532 3.847 -5.076 3.0 -1.6 4.6 -0.73
C -1.971 3.338 -3.805 1.5 2.2 -5.1 0.28
C -2.800 2.945 -2.702 -2.7 0.4 -1.0 0.94
O -2.361 2.372 -1.764 1.7 -1.1 2.5 -0.51
C -4.238 3.107 -2.822 -3.5 1.3 -5.4 -0.74
C -4.808 3.611 -4.177 -1.0 -2.4 3.5 0.40
C -3.929 4.112 -5.301 0.5 -0.2 1.5 0.41
O -4.310 4.732 -6.260 -0.6 -0.1 -0.1 -0.52
O -6.147 3.520 -4.664 5.5 1.7 -1.3 -0.40
O -0.598 3.177 -3.611 -5.0 0.8 -10.5 -0.49
H -1.913 4.264 -5.835 0.8 -0.1 -0.3 0.44
H -4.810 2.490 -2.080 0.2 1.1 -0.9 0.32
H -6.643 3.209 -3.986 -2.7 -1.6 3.3 0.31
H -0.326 3.176 -2.812 2.3 -0.3 9.2 0.29
C 7.868 -1.827 1.256 4.0 -3.5 2.9 -0.89
C 8.208 -3.113 2.073 2.3 5.8 -4.1 0.23
C 7.204 -4.111 2.357 1.7 -1.7 2.4 0.52
O 7.585 -5.102 3.026 -0.9 1.3 -1.3 -0.66
C 5.934 -3.792 1.936 -6.2 2.8 -2.8 -0.54
C 5.475 -2.515 1.315 2.5 -4.6 1.5 0.77
C 6.540 -1.513 0.931 -2.7 2.3 -0.5 0.71
O 6.125 -0.449 0.414 1.0 -1.9 0.7 -0.60
O 4.198 -2.333 0.927 1.9 0.1 0.5 -0.28
O 9.500 -3.432 2.374 -2.2 1.3 -0.4 -0.49
H 8.659 -1.034 0.980 -1.3 -1.7 0.7 0.32
H 5.125 -4.578 1.983 1.0 0.8 0.3 0.22
H 3.818 -3.172 1.177 -1.1 -0.5 0.0 0.24
H 9.456 -4.168 3.004 -0.1 -0.5 0.0 0.38
```
Forces are in eV/Å.

## Properties
SMILES string	O=C1C=C(O)C(=O)C=C1O.O=C1C=C(O)C(=O)C=C1O.O=C1C=C(O)C(=O)C=C1O.O=C1C=C(O)C(=O)C=C1O
multiplicity	1
HOMO-LUMO gap	5.953	eV
HOMO	-8.79	eV
ΔE to the lowest compared entry with this formula, charge and spin	9.758	eV
net charge	0
F_max	11.6	eV Å⁻¹

=====

| no. | electronic energy (Eh) |
| --- | --- |
| 1 | -547.58460 |
| 2 | -2127.57997 |